No. 1
30
Properties=species:S:1:pos:R:3:lowdin_charge:R:1 method="wB97M-V/def2-TZVPD" orbital_gap_ev=9.413 total_charge=+1 spin_multiplicity=1 e_homo_ev=-12.04 e_tot_ha=-700.260528 max_force_ev_per_a=5.033
C -0.590 2.361 -2.032 -0.057
N 0.562 1.486 -2.032 0.042
C 0.769 0.539 -1.122 -0.325
N -0.297 0.290 -0.346 0.081
N -0.183 -0.473 0.775 0.065
C -1.244 -0.689 1.472 -0.357
N -2.402 -0.041 1.410 0.058
C -3.571 -0.299 2.296 -0.025
O -0.919 -1.376 2.657 0.058
C 0.430 -1.342 3.069 -0.239
O 1.432 -1.263 2.452 0.130
N 1.855 -0.211 -1.120 -0.099
C 1.897 -1.611 -0.661 0.002
C 3.022 0.119 -1.959 0.000
H -1.553 1.769 -2.101 0.099
H -0.748 2.729 -1.010 0.090
H -0.623 3.234 -2.727 0.119
H 1.487 1.645 -2.506 0.156
H -1.206 0.689 -0.635 0.124
H -2.530 0.449 0.546 0.118
H -3.179 -0.810 3.149 0.065
H -4.052 0.554 2.742 0.080
H -4.344 -1.058 1.851 0.130
H 0.305 -1.325 4.098 0.129
H 1.173 -1.765 0.175 0.072
H 1.551 -2.124 -1.612 0.129
H 2.874 -1.837 -0.349 0.079
H 3.065 1.042 -2.332 0.035
H 3.867 -0.062 -1.329 0.099
H 3.154 -0.620 -2.820 0.140

---

No. 2
43
Properties=species:S:1:pos:R:3:lowdin_charge:R:1 method="wB97M-V/def2-TZVPD" orbital_gap_ev=9.282 total_charge=0 smiles="CCCn1nnc(NC(=O)c2cccc(OCC(C)C)c2)n1" spin_multiplicity=1 e_homo_ev=-8.64 e_tot_ha=-1008.432891 max_force_ev_per_a=1.508
C 4.118 0.143 2.597 -0.107
C 2.716 -0.448 2.583 -0.239
C 1.725 0.463 3.310 -0.143
N 0.404 -0.081 3.232 -0.204
N -0.278 -0.506 4.256 0.055
N -1.395 -0.975 3.812 0.075
C -1.358 -0.823 2.473 -0.388
N -2.390 -1.208 1.668 0.174
C -2.407 -1.266 0.292 -0.423
O -3.451 -1.410 -0.300 0.103
C -1.075 -1.182 -0.366 -0.168
C -0.082 -2.101 -0.057 -0.059
C 1.139 -2.021 -0.705 -0.081
C 1.369 -1.039 -1.647 0.001
C 0.365 -0.126 -1.978 -0.250
O 0.685 0.787 -2.927 -0.040
C -0.296 1.717 -3.343 -0.191
C 0.311 2.589 -4.444 -0.408
C 1.450 3.435 -3.883 -0.070
C -0.767 3.468 -5.069 -0.076
C -0.865 -0.209 -1.334 0.051
N -0.225 -0.247 2.084 0.192
H 4.131 1.109 2.099 0.074
H 4.468 0.276 3.618 0.073
H 4.809 -0.518 2.081 0.072
H 2.721 -1.427 3.066 0.115
H 2.373 -0.579 1.554 0.091
H 1.723 1.453 2.845 0.131
H 1.969 0.553 4.370 0.129
H -3.262 -1.397 2.148 0.162
H -0.264 -2.874 0.674 0.120
H 1.919 -2.731 -0.473 0.107
H 2.318 -0.962 -2.154 0.118
H -1.176 1.185 -3.729 0.136
H -0.607 2.345 -2.497 0.139
H 0.717 1.917 -5.207 0.141
H 1.072 4.136 -3.141 0.082
H 1.931 4.000 -4.677 0.077
H 2.191 2.796 -3.411 0.075
H -0.339 4.085 -5.855 0.078
H -1.205 4.123 -4.319 0.081
H -1.560 2.862 -5.501 0.076
H -1.669 0.472 -1.561 0.119

---

No. 3
14
Properties=species:S:1:pos:R:3:lowdin_charge:R:1 method="wB97M-V/def2-TZVPD" orbital_gap_ev=9.290 total_charge=+1 spin_multiplicity=1 e_homo_ev=-13.52 e_tot_ha=-663.958956 max_force_ev_per_a=2.147
C -0.740 0.851 -0.747 0.197
C -1.358 -1.822 -1.030 -0.754
C 1.334 1.953 0.066 -0.011
C -0.066 -1.423 1.014 -0.055
N 0.149 1.480 -0.437 0.101
N -0.766 -1.182 -0.195 -0.118
S -1.966 -2.548 -2.272 0.854
H -1.741 0.587 -1.033 0.138
H 1.019 2.595 0.866 0.125
H 2.014 1.182 0.309 0.106
H 1.812 2.678 -0.528 0.105
H 0.788 -2.078 0.818 0.106
H -0.801 -1.837 1.704 0.103
H 0.322 -0.437 1.465 0.104

---

No. 4
84
Properties=species:S:1:pos:R:3:lowdin_charge:R:1 method="wB97M-V/def2-TZVPD" orbital_gap_ev=7.268 total_charge=0 spin_multiplicity=1 e_homo_ev=-7.53 e_tot_ha=-8296.152394 max_force_ev_per_a=1.198
Rb -2.308 0.265 1.079 0.519
C 0.558 -4.685 1.764 -0.021
O 1.028 -3.473 1.171 -0.087
C 1.837 -3.609 0.113 -0.568
O 2.251 -4.664 -0.291 0.106
C 2.215 -2.264 -0.422 -0.320
C 3.432 -2.137 -0.948 -0.311
As 4.365 -0.479 -1.409 1.352
C 3.729 -0.082 -3.228 -0.279
C 3.245 0.809 -0.421 -0.314
C 2.026 0.634 0.087 -0.290
As 0.843 -0.901 -0.270 1.249
C 0.487 -0.415 -2.150 -0.326
C 1.336 1.741 0.799 -0.519
O 0.130 1.853 0.881 -0.051
O 2.172 2.624 1.345 -0.042
C 1.566 3.782 1.930 -0.001
C 3.992 2.117 -0.395 -0.581
O 3.801 2.945 -1.248 0.124
O 4.968 2.289 0.507 -0.023
C 5.127 1.321 1.551 -0.048
C 4.419 -3.287 -1.010 -0.580
O 5.184 -3.497 -0.107 0.120
O 4.524 -3.957 -2.166 -0.014
C 3.491 -3.822 -3.155 -0.030
H 0.351 -4.453 2.805 0.094
H 1.312 -5.466 1.682 0.096
H -0.360 -4.991 1.266 0.074
H 4.457 -0.496 -3.925 0.023
H 3.721 1.003 -3.326 0.029
H 2.742 -0.481 -3.433 -0.001
H 1.045 0.470 -2.443 0.024
H -0.584 -0.227 -2.217 0.016
H 0.716 -1.253 -2.807 -0.023
H 2.384 4.368 2.339 0.103
H 0.869 3.494 2.715 0.095
H 1.036 4.352 1.168 0.095
H 5.913 1.711 2.191 0.098
H 5.436 0.352 1.153 0.071
H 4.206 1.211 2.121 0.090
H 3.736 -4.535 -3.937 0.099
H 3.474 -2.816 -3.580 0.073
H 2.512 -4.051 -2.741 0.068
C -1.916 5.878 -1.620 -0.149
C -1.858 4.377 -1.345 -0.428
P -2.975 3.694 -0.047 0.924
C -2.577 4.795 1.392 -0.415
C -2.703 4.069 2.735 -0.163
C -4.624 4.319 -0.571 -0.434
C -5.724 3.861 0.389 -0.156
H -1.167 6.160 -2.360 0.070
H -1.725 6.454 -0.714 0.061
H -2.892 6.172 -2.005 0.061
H -0.850 4.077 -1.042 0.059
H -2.077 3.811 -2.256 0.073
H -3.206 5.689 1.373 0.081
H -1.545 5.131 1.260 0.062
H -3.707 3.664 2.876 0.059
H -2.491 4.741 3.567 0.071
H -1.997 3.237 2.783 0.047
H -4.806 3.912 -1.570 0.080
H -4.617 5.408 -0.656 0.071
H -5.740 2.773 0.470 0.066
H -6.704 4.192 0.046 0.070
H -5.567 4.275 1.387 0.058
C -0.828 -7.214 -1.023 -0.092
N -0.556 -5.925 -1.614 -0.069
C -1.248 -4.795 -1.327 -0.887
N -2.335 -4.871 -0.587 0.062
S -0.648 -3.314 -1.979 0.610
H -0.123 -7.932 -1.432 0.087
H -1.836 -7.552 -1.276 0.083
H -0.722 -7.213 0.068 0.078
H 0.349 -5.765 -2.022 0.095
H -2.614 -5.772 -0.237 0.075
H -2.830 -3.851 -0.248 -0.020
O -4.977 -0.719 0.228 -0.693
S -4.593 -2.094 -0.162 0.667
N -3.244 -2.570 0.166 -0.471
Cl -3.466 -0.117 4.223 0.525
C -1.935 -0.517 4.996 -0.992
Cl -0.523 -0.399 3.932 0.520
H -1.998 -1.541 5.347 0.033
H -1.788 0.174 5.819 0.031